[1]
DFT (ωB97M-V/def2-TZVPD) results for a cluster of 2 separate species, C4H8N2O in total at a distorted geometry.

Values from the calculation:
* charge: 0
* molecular weight: 100.1 g/mol
* energy relative to the best compared isomer or geometry (same formula, charge and spin): 20.4 kcal per mole
* HOMO-LUMO gap: 9.636 eV
* HOMO energy: -8.9 eV
* SMILES: Cc1cnc[nH]1.O

XYZ file:
```
15
Properties=species:S:1:pos:R:3:forces:R:3
C 0.517331 -1.550713 -1.346251 0.96 0.46 -1.05
C 0.497959 -0.304557 -0.547449 -0.56 -0.05 0.13
C -0.038608 0.918629 -0.843341 -0.04 -0.44 0.19
N 0.154139 1.783559 0.198185 0.05 0.50 0.21
C 0.811753 1.113837 1.107735 0.17 0.23 -0.26
N 1.055749 -0.155265 0.690510 0.25 -0.51 0.33
H 0.128484 -2.485195 -0.942510 -0.13 0.33 0.30
H 0.006645 -1.288084 -2.273535 -0.23 -0.38 0.02
H 1.559242 -1.699269 -1.665547 -0.15 -0.40 0.11
H -0.579619 1.197330 -1.728304 -0.05 0.07 -0.12
H 1.196840 1.534678 2.020149 -0.07 -0.15 0.16
H 1.529771 -0.893079 1.195833 -0.15 0.32 -0.04
O -2.525695 0.302480 1.285577 0.35 0.21 -0.01
H -1.784582 0.669992 0.774351 -0.29 -0.13 0.05
H -2.529410 0.855662 2.074594 -0.11 -0.08 -0.03
```
Forces are in eV/Å.

---

[2]
DFT (ωB97M-V/def2-TZVPD) results for the molecule C4H8N2O at a distorted geometry.

Values from the calculation:
* charge: 0
* molecular weight: 100.1 g/mol
* energy relative to the best compared isomer or geometry (same formula, charge and spin): 61.9 kcal per mole
* HOMO-LUMO gap: 9.761 eV
* HOMO energy: -9.1 eV
* SMILES: [H]/N=C(\NC)C(C)=O

XYZ file:
```
15
Properties=species:S:1:pos:R:3:forces:R:3
H 0.867181 1.235304 2.269772 -0.31 0.90 -0.30
N 0.599081 0.349547 1.877567 0.21 1.19 -2.13
C 0.386831 0.168599 0.599337 -0.33 -0.39 0.95
N 0.124755 0.727418 -0.668243 0.13 -0.10 0.63
C 0.394842 2.015076 -1.301726 0.11 0.17 0.31
C 0.311140 -1.328085 0.588618 0.18 -0.74 0.04
C -1.030693 -1.970863 0.411271 -0.11 -0.26 -0.02
O 1.309560 -1.941929 0.880370 -0.32 -0.39 -0.69
H -0.369526 0.100732 -1.302868 0.49 -0.01 0.64
H 0.725342 1.870103 -2.344415 -0.07 -0.15 0.47
H 1.204604 2.509057 -0.770357 -0.04 0.13 0.02
H -0.481944 2.676667 -1.337062 0.15 -0.15 0.21
H -1.269558 -2.056934 -0.654054 -0.05 -0.05 0.09
H -0.950291 -2.962773 0.850803 -0.23 -0.08 -0.13
H -1.821324 -1.391919 0.900987 0.18 -0.07 -0.09
```
Forces are in eV/Å.

---

[3]
DFT (ωB97M-V/def2-TZVPD) results for the molecule C4H8N2O at a distorted geometry.

Values from the calculation:
* charge: 0
* molecular weight: 100.1 g/mol
* energy relative to the best compared isomer or geometry (same formula, charge and spin): 46.1 kcal per mole
* HOMO-LUMO gap: 10.967 eV
* HOMO energy: -10.1 eV
* SMILES: CN[C@H](C#N)CO

XYZ file:
```
15
Properties=species:S:1:pos:R:3:forces:R:3
C 1.249277 -1.179685 0.954764 0.23 -0.17 0.18
N 0.414431 0.010364 0.739566 0.36 -0.02 -0.01
C -0.545416 -0.098637 -0.347731 -0.14 0.00 -0.04
C 0.094793 -0.739148 -1.525021 0.77 -0.52 -0.62
N 0.775777 -1.338518 -2.246373 -0.93 0.76 0.49
C -1.107288 1.301165 -0.610226 0.02 -0.10 -0.28
O -1.660517 1.807202 0.576003 -0.05 0.03 0.25
H 2.297377 -0.954066 0.736820 -0.10 -0.03 0.17
H 1.164330 -1.557862 1.973891 0.00 0.14 0.02
H 0.991284 -1.991411 0.276980 -0.14 0.00 0.03
H 1.030269 0.791754 0.537150 -0.09 -0.02 -0.03
H -1.372681 -0.743288 -0.020902 0.14 0.05 -0.12
H -1.903349 1.255973 -1.359737 0.15 0.02 0.07
H -0.307066 1.959789 -0.998123 -0.15 -0.21 0.09
H -1.121220 1.476368 1.312939 -0.08 0.09 -0.18
```
Forces are in eV/Å.

---

[4]
DFT (ωB97M-V/def2-TZVPD) results for a structure of composition C4H8N2O.

Values from the calculation:
* charge: 0
* molecular weight: 100.1 g/mol
* energy relative to the best compared isomer or geometry (same formula, charge and spin): 159.5 kcal per mole
* HOMO-LUMO gap (alpha / beta): 8.611 / 8.612 eV
* HOMO energy (alpha / beta): -9.2 / -9.2 eV

XYZ file:
```
15
Properties=species:S:1:pos:R:3:forces:R:3
C 0.718684 1.856355 -0.099699 0.01 0.03 0.01
C -0.006470 0.594491 -0.523805 -0.10 0.25 0.02
N 0.883265 -0.501240 -0.975378 0.04 -0.06 -0.25
C 0.161567 -1.505698 -0.183098 0.05 -0.40 0.12
C -0.541843 -0.318097 0.568928 -0.29 0.21 -0.24
N -1.855341 -0.453680 0.893678 0.43 0.07 -0.05
O -1.821165 -1.148757 1.968586 0.11 -0.09 0.12
H 1.198763 2.332458 -0.961440 -0.06 -0.06 0.11
H 1.491455 1.614569 0.635568 -0.10 0.03 -0.09
H 0.017384 2.571023 0.344372 0.08 -0.09 -0.06
H -0.806999 0.833361 -1.242226 0.10 -0.04 0.08
H 0.862520 -0.675536 -1.974591 0.02 0.03 0.13
H 0.808071 -2.163468 0.404919 -0.11 0.12 -0.09
H -0.565294 -2.112669 -0.740565 0.08 0.11 0.08
H -0.544599 -0.923111 1.884749 -0.27 -0.11 0.10
```
Forces are in eV/Å.

---

[5]
DFT (ωB97M-V/def2-TZVPD) results for the molecule C4H8N2O.

Values from the calculation:
* charge: 0
* molecular weight: 100.1 g/mol
* energy relative to the best compared isomer or geometry (same formula, charge and spin): 48.7 kcal per mole
* HOMO-LUMO gap: 9.970 eV
* HOMO energy: -9.1 eV
* SMILES: NC(=O)CN1CC1

XYZ file:
```
15
Properties=species:S:1:pos:R:3:forces:R:3
N -0.547930 -1.102390 -1.265897 -0.09 -0.23 -0.08
C -1.379767 -0.686035 -0.263606 -0.16 0.00 -0.07
O -2.571456 -0.932778 -0.265848 0.42 0.14 0.01
C -0.772677 0.168642 0.848388 -0.05 -0.02 0.02
N 0.588821 0.655779 0.824546 -0.03 0.06 0.10
C 1.309088 1.222841 -0.281873 -0.03 0.20 -0.20
C 1.799709 -0.000361 0.424730 0.18 -0.22 0.09
H -0.970385 -1.737793 -1.925582 0.01 -0.01 0.01
H 0.440130 -1.213324 -1.105413 -0.27 0.11 -0.08
H -1.426997 1.043353 0.922427 0.05 -0.13 0.01
H -0.911154 -0.390860 1.779979 0.00 0.04 -0.12
H 0.950608 1.061320 -1.300009 -0.03 0.04 0.19
H 1.750718 2.203161 -0.111146 0.01 -0.21 0.02
H 1.800985 -0.920714 -0.162471 -0.02 0.07 0.22
H 2.605396 0.015290 1.153141 -0.01 0.16 -0.12
```
Forces are in eV/Å.

---

[6]
DFT (ωB97M-V/def2-TZVPD) results for the molecule C4H8N2O.

Values from the calculation:
* charge: 0
* molecular weight: 100.1 g/mol
* energy relative to the best compared isomer or geometry (same formula, charge and spin): 68.9 kcal per mole
* HOMO-LUMO gap: 9.327 eV
* HOMO energy: -8.5 eV
* SMILES: CNC(=C=N)CO

XYZ file:
```
15
Properties=species:S:1:pos:R:3:forces:R:3
C -1.343152 1.014772 0.775280 -0.08 0.17 0.01
N -0.492187 -0.158557 0.984623 -0.12 -0.20 -0.04
C 0.277224 -0.512165 -0.172598 -0.01 -0.14 -0.20
C -0.186795 -1.336267 -1.085526 -0.07 -0.10 -0.14
N -0.558063 -2.225417 -1.857194 0.16 0.42 0.32
C 1.669767 0.115375 -0.253864 0.10 -0.19 -0.30
O 1.777989 1.188334 0.648865 -0.05 -0.07 0.20
H -2.072164 0.874506 -0.037551 0.10 0.01 0.13
H -1.877674 1.247009 1.702299 0.08 -0.04 -0.14
H -0.699056 1.860740 0.521321 -0.16 -0.08 0.03
H -1.043317 -0.947793 1.301845 0.10 0.08 -0.01
H -1.061423 -1.870105 -2.672334 0.02 -0.04 0.05
H 1.860857 0.509201 -1.258193 -0.03 -0.08 0.17
H 2.435170 -0.649523 -0.045370 -0.12 0.11 0.01
H 1.312823 0.889893 1.448401 0.08 0.15 -0.09
```
Forces are in eV/Å.